(1)
Below is an isolated ion of composition C5H8NO and charge -1 in a non-equilibrium geometry, with properties calculated with ωB97M-V/def2-TZVPD.

Properties
E_LUMO (eV): 4.3
Energy relative to the best compared isomer or geometry (same formula, charge and spin) (kcal per mole): 70.2
SMILES: C[C@H]1CC=CN1[O-]
Net charge: -1
HOMO level (eV): -1.4
Gap between HOMO and LUMO (Eh): 0.208

Last column: natural (NBO) charge in e.
Element x y z (Å)
C1 -1.484 -0.952 -0.673  -0.644
C2 -0.057 -0.651 -0.113  -0.091
C3 0.469 0.768 -0.162  -0.448
C4 1.694 0.686 0.772  -0.293
C5 1.683 -0.369 1.607  -0.103
N1 0.134 -1.176 1.231  -0.117
O1 0.270 -2.497 1.365  -0.781
H1 -2.406 -0.322 -0.576  0.187
H2 -1.584 -1.929 -0.238  0.249
H3 -1.430 -1.123 -1.750  0.185
H4 0.713 -1.261 -0.707  0.140
H5 -0.330 1.359 0.229  0.187
H6 0.618 1.093 -1.224  0.186
H7 2.397 1.598 0.635  0.166
H8 2.289 -0.455 2.465  0.178

=====

(2)
Below is a 2-piece molecular cluster, C5H14 overall in a non-equilibrium geometry, with properties calculated with ωB97M-V/def2-TZVPD.

Properties
E_LUMO (eV): 1.1
Energy relative to the best compared isomer or geometry (same formula, charge and spin) (kcal per mole): 24.3
SMILES: CCC.CC
HOMO level (eV): -10.7
Gap between HOMO and LUMO (Eh): 0.434

Last column: natural (NBO) charge in e.
Element x y z (Å)
C1 1.237 0.162 -1.200  -0.619
C2 0.124 1.025 -1.967  -0.384
C3 -1.007 0.110 -2.405  -0.619
H1 1.156 -0.852 -1.546  0.208
H2 2.035 0.730 -1.690  0.217
H3 1.107 0.362 -0.146  0.203
H4 0.605 1.465 -2.836  0.186
H5 -0.317 1.818 -1.355  0.200
H6 -1.566 -0.196 -1.523  0.200
H7 -0.828 -0.908 -2.791  0.202
H8 -1.669 0.545 -3.154  0.206
C4 0.535 -0.789 2.221  -0.603
C5 -0.689 -0.321 2.937  -0.609
H9 0.460 -1.843 1.906  0.201
H10 0.535 -0.215 1.297  0.200
H11 1.444 -0.690 2.814  0.208
H12 -1.009 -0.831 3.855  0.202
H13 -0.535 0.718 3.235  0.199
H14 -1.619 -0.288 2.350  0.202

=====

(3)
Below is C41H85Br27Cl8O16P4 as an isolated structure in a non-equilibrium geometry, with properties calculated with ωB97M-V/def2-TZVPD.

Properties
E_LUMO (eV): -0.8
HOMO level (eV): -10.0
Gap between HOMO and LUMO (Eh): 0.337

Last column: Mulliken charge in e.
Element x y z (Å)
C1 22.217 23.851 11.458  -1.255
C2 21.910 22.375 11.940  0.036
O1 22.827 21.993 12.961  -0.325
P1 22.711 20.497 13.707  0.944
O2 21.481 19.727 13.353  -0.703
O3 24.166 19.844 13.364  -0.301
C3 24.219 18.956 12.320  -0.124
C4 25.607 18.394 12.200  -1.211
O4 22.934 20.858 15.277  -0.256
C5 22.152 20.215 16.280  0.550
C6 22.801 18.895 16.611  0.030
H1 21.877 24.662 12.101  0.266
H2 23.288 23.906 11.263  0.339
H3 21.716 23.954 10.495  0.389
H4 20.861 22.279 12.219  0.103
H5 22.021 21.587 11.196  0.331
H6 23.447 18.192 12.405  0.346
H7 23.995 19.537 11.425  0.242
H8 26.174 19.170 11.685  0.306
H9 25.954 18.228 13.220  0.282
H10 25.696 17.455 11.655  0.351
H11 22.168 20.772 17.217  -0.073
H12 21.077 20.288 16.114  -0.279
H13 23.062 18.292 15.742  0.220
H14 23.701 18.918 17.226  0.196
H15 22.118 18.188 17.083  -0.393
C7 25.028 10.112 14.168  -1.072
C8 23.754 10.314 14.980  -0.282
O5 23.873 11.633 15.545  -0.286
P2 24.711 11.906 16.918  0.503
O6 26.125 11.445 17.021  -0.772
O7 24.570 13.495 17.044  0.146
C9 23.349 14.165 16.982  -0.306
C10 23.409 15.458 17.777  1.104
O8 23.798 11.271 18.092  -0.187
C11 24.343 10.965 19.388  0.053
C12 23.203 10.938 20.371  -0.906
H16 24.889 9.232 13.541  0.415
H17 25.268 10.977 13.549  0.265
H18 25.819 9.771 14.835  0.306
H19 22.916 10.340 14.283  0.284
H20 23.558 9.604 15.783  0.263
H21 22.997 14.413 15.981  0.095
H22 22.627 13.526 17.492  0.351
H23 22.451 15.966 17.664  -0.690
H24 23.641 15.275 18.826  -0.148
H25 24.089 16.140 17.268  -0.170
H26 24.871 10.012 19.368  0.327
H27 25.108 11.655 19.742  -0.013
H28 23.535 10.560 21.338  0.395
H29 22.754 11.930 20.419  0.041
H30 22.340 10.313 20.141  0.290
C13 14.914 14.322 22.496  -0.651
C14 15.291 12.914 23.036  0.201
O9 14.324 11.948 22.834  -0.415
P3 13.474 11.352 24.118  0.913
O10 12.642 10.165 23.732  -0.768
O11 14.569 11.090 25.283  -0.113
C15 14.110 10.690 26.585  -0.283
C16 15.242 10.487 27.565  -1.159
O12 12.687 12.686 24.626  -0.265
C17 11.572 13.267 23.948  -0.180
C18 10.279 12.491 24.156  -1.250
H31 15.765 15.002 22.460  0.028
H32 14.692 14.156 21.442  0.272
H33 14.043 14.705 23.028  0.168
H34 16.112 12.552 22.417  -0.239
H35 15.617 12.928 24.076  0.502
H36 13.424 11.408 27.035  0.314
H37 13.453 9.824 26.497  0.386
H38 15.884 9.652 27.284  0.315
H39 15.727 11.435 27.794  0.212
H40 14.835 10.100 28.499  0.416
H41 11.451 14.227 24.449  0.305
H42 11.822 13.570 22.931  0.292
H43 9.355 13.056 24.032  0.392
H44 10.214 11.583 23.556  0.323
H45 10.266 12.073 25.163  0.292
C19 19.994 25.908 26.768  -1.153
C20 19.687 24.646 27.559  -0.234
O13 18.946 23.729 26.782  0.123
P4 18.506 22.311 27.441  0.196
O14 19.561 21.665 28.319  -0.795
O15 17.105 22.627 28.156  -0.334
C21 16.890 21.940 29.423  -0.333
C22 17.362 22.876 30.508  -1.121
O16 18.103 21.436 26.182  0.479
C23 17.545 20.196 26.440  -0.424
C24 17.711 19.501 25.041  -0.531
H46 19.082 26.409 26.441  0.264
H47 20.505 26.635 27.399  0.414
H48 20.641 25.694 25.917  0.172
H49 20.606 24.198 27.939  0.362
H50 19.042 24.885 28.404  0.278
H51 15.811 21.813 29.501  0.431
H52 17.113 20.888 29.605  0.281
H53 17.004 22.551 31.485  0.434
H54 18.443 22.784 30.612  0.250
H55 17.055 23.908 30.335  0.266
H56 18.077 19.532 27.123  0.435
H57 16.484 20.231 26.684  0.237
H58 18.757 19.457 24.739  -0.087
H59 17.388 18.460 25.065  0.544
H60 17.156 20.007 24.251  -0.230
Cl1 19.489 23.893 14.365  -0.203
C25 18.999 22.252 14.723  0.369
C26 17.872 22.216 15.710  -0.673
Cl2 18.356 22.773 17.356  -0.032
H61 19.921 21.823 15.116  -0.557
H62 18.861 21.658 13.820  0.434
H63 17.482 21.201 15.798  0.233
H64 17.054 22.838 15.347  0.402
Cl3 17.999 27.696 19.786  -0.217
C27 18.183 25.933 19.543  -0.233
C28 19.669 25.473 19.689  -0.039
Cl4 20.485 25.546 21.288  -0.120
H65 17.806 25.648 18.560  0.251
H66 17.526 25.381 20.215  0.231
H67 20.262 26.013 18.952  0.413
H68 19.758 24.452 19.317  -0.328
Cl5 22.362 18.409 28.624  -0.207
C29 21.471 19.271 27.310  0.286
C30 22.064 19.037 25.869  -0.343
Cl6 22.024 17.294 25.353  -0.071
H69 21.448 20.347 27.483  -0.044
H70 20.412 19.013 27.322  0.029
H71 23.118 19.307 25.815  0.429
H72 21.664 19.658 25.068  -0.148
Cl7 18.491 12.655 26.432  -0.145
C31 19.739 13.074 25.263  -0.523
C32 19.758 14.449 24.711  -0.140
Cl8 18.302 14.852 23.788  0.000
H73 19.867 12.401 24.415  0.180
H74 20.653 13.041 25.856  0.388
H75 20.642 14.559 24.083  -0.306
H76 19.736 15.066 25.609  0.432
C33 19.092 12.373 21.336  0.015
Br1 17.950 12.759 19.721  -0.101
Br2 20.464 13.792 21.479  0.378
Br3 19.831 10.553 21.277  -0.045
H77 18.456 12.376 22.222  -0.095
C34 15.137 17.780 20.282  -0.458
Br4 16.691 16.700 19.665  0.075
Br5 14.577 19.145 18.931  -0.083
Br6 15.391 18.698 21.973  -0.005
H78 14.379 17.005 20.401  0.378
C35 19.164 16.431 16.390  -0.597
Br7 18.707 18.263 16.870  -0.049
Br8 19.694 15.403 17.962  -0.047
Br9 20.651 16.456 15.070  -0.037
H79 18.325 15.942 15.895  0.543
C36 24.076 22.681 19.337  -0.646
Br10 22.186 22.604 19.948  0.170
Br11 25.184 20.937 19.314  -0.053
Br12 25.036 24.074 20.439  -0.092
H80 24.098 23.012 18.299  0.546
C37 16.892 22.900 23.524  -0.184
Br13 18.588 22.214 22.812  0.390
Br14 15.385 22.722 22.222  -0.101
Br15 16.949 24.777 24.285  -0.099
H81 16.595 22.301 24.384  -0.018
C38 20.180 19.255 20.799  -0.483
Br16 19.049 20.416 19.610  0.264
Br17 21.563 18.076 19.873  0.605
Br18 19.166 18.028 21.998  0.358
H82 20.760 19.907 21.452  -0.012
C39 22.396 22.945 23.839  0.104
Br19 23.433 24.570 23.635  -0.032
Br20 21.972 22.580 25.656  0.023
Br21 23.264 21.297 23.051  -0.029
H83 21.520 23.135 23.219  -0.112
C40 24.232 14.304 22.512  0.391
Br22 26.152 14.466 23.166  -0.066
Br23 23.316 16.006 22.126  0.017
Br24 23.188 13.173 23.699  -0.047
H84 24.303 13.790 21.554  -0.396
C41 27.034 16.257 19.171  -0.497
Br25 25.839 17.447 20.142  -0.004
Br26 26.864 16.601 17.259  -0.053
Br27 26.660 14.370 19.557  -0.025
H85 28.066 16.428 19.476  0.510

=====

(4)
Below is an isolated ion of composition C2H4N3O and charge +1 in a non-equilibrium geometry, with properties calculated with ωB97M-V/def2-TZVPD.

Properties
E_LUMO (eV): -6.2
Energy relative to the best compared isomer or geometry (same formula, charge and spin) (kcal per mole): 135.5
SMILES: [H]/N=[N+](\[O-])C[N+]#C
Net charge: +1
HOMO level (eV): -15.1
Gap between HOMO and LUMO (Eh): 0.330

Last column: natural (NBO) charge in e.
Element x y z (Å)
H1 -2.265 1.128 -1.152  0.397
N1 -1.551 0.875 -0.590  -0.452
N2 -1.298 -0.187 -0.054  0.411
O1 -1.777 -1.275 -0.047  -0.328
C1 0.165 -0.002 0.780  -0.228
N3 1.268 -0.260 0.084  -0.197
C2 2.095 -0.524 -0.681  0.466
H2 0.099 -0.477 1.809  0.298
H3 0.192 1.177 1.053  0.310
H4 3.071 -0.455 -1.203  0.325